C39H46N11Sm | ωB97M-V/def2-TZVPD

Its multiplicity is 6. The lowest unoccupied orbital energy (spin up / spin down) is 0.26 / 0.27 eV. The electronic energy comes out at -75483.84527 eV. Its gap between HOMO and LUMO (spin up / spin down) is 7.1 / 7.2 eV.

Geometry (Å):
Sm1 0.4621 -0.0516 -0.4061
C1 3.1977 3.3279 -1.0632
C2 3.5050 1.9416 -1.7337
C3 2.4399 1.4009 -2.7059
N1 1.9651 0.1033 -2.3409
C4 2.7663 -0.9393 -2.6898
C5 4.0960 -0.8509 -3.1246
C6 5.0384 -1.7644 -3.6469
C7 4.9273 -3.0846 -3.9001
C8 3.7196 -3.7451 -3.7546
C9 2.6182 -3.4870 -3.0023
C10 2.2190 -2.2563 -2.2453
N2 1.3945 -2.2504 -1.2834
C11 0.9664 -3.5141 -0.7267
C12 0.4064 -3.3849 0.6976
C13 1.3377 -2.6783 1.6870
N3 1.3410 -1.2100 1.5860
C14 1.7660 -0.5486 2.6283
C15 2.3773 -1.1677 3.7768
C16 2.6204 -0.8372 5.0635
C17 2.3927 0.4180 5.6564
C18 1.9554 1.5215 5.0033
C19 1.7309 1.7679 3.6387
C20 1.7795 0.9056 2.5001
N4 1.6894 1.4142 1.2623
C21 1.6477 2.8380 1.1119
C22 1.8005 3.3574 -0.3381
H1 3.2245 4.1008 -1.8209
H2 3.9558 3.4950 -0.3737
H3 3.7834 1.2975 -0.8968
H4 4.4599 2.1581 -2.3274
H5 2.8848 1.5434 -3.7071
H6 1.4826 1.9384 -2.6843
H7 4.5034 0.1698 -3.0158
H8 5.9792 -1.2277 -3.9084
H9 5.8180 -3.6953 -4.2356
H10 3.6641 -4.6838 -4.2995
H11 1.8525 -4.3248 -3.1208
H12 1.7383 -4.2553 -0.6762
H13 0.1781 -3.9126 -1.3853
H14 0.0297 -4.3969 1.0076
H15 -0.4969 -2.7403 0.6381
H16 2.3529 -2.9858 1.3628
H17 0.8842 -2.8376 2.7154
H18 2.6316 -2.1756 3.5267
H19 3.1255 -1.6491 5.6403
H20 2.6199 0.4533 6.6872
H21 1.8159 2.4457 5.6123
H22 1.5900 2.8403 3.4854
H23 2.4104 3.2726 1.7071
H24 0.6830 3.2285 1.5188
H25 1.4354 4.3804 -0.2432
H26 1.0604 2.8514 -0.9288
C23 -4.5168 -0.1895 2.8450
N5 -3.0829 -0.0512 2.7009
C24 -2.5001 0.0148 4.0325
C25 -2.4538 -1.2484 2.0909
C26 -2.7605 -1.4539 0.6303
C27 -3.9124 -2.1055 0.2315
C28 -4.2255 -2.3995 -1.0809
C29 -3.3282 -2.1642 -2.0590
C30 -2.0989 -1.5812 -1.7322
C31 -1.8164 -1.1971 -0.3754
H27 -4.8217 -1.0053 3.5491
H28 -4.9749 -0.1960 1.8885
H29 -4.8817 0.6818 3.4450
H30 -2.5166 -0.9212 4.6404
H31 -3.0367 0.7359 4.5707
H32 -1.4576 0.3142 3.9636
H33 -2.7613 -2.1303 2.6574
H34 -1.3749 -1.0645 2.1197
H35 -4.6505 -2.4413 0.9838
H36 -5.1550 -2.9952 -1.2883
H37 -3.5657 -2.4136 -3.0974
H38 -1.3350 -1.4879 -2.4831
N6 -0.1822 0.7660 -4.0917
C32 -1.3297 1.1810 -3.5432
N7 -2.3762 1.5293 -4.2917
C33 -3.5423 1.6508 -3.6323
N8 -4.6350 1.5647 -4.3632
N9 -3.5916 1.7718 -2.2898
C34 -2.4472 1.6266 -1.6769
N10 -1.2996 1.2900 -2.1908
C35 -2.3835 2.0849 -0.1449
C36 -3.4626 2.8721 0.2815
C37 -3.4285 3.3444 1.5899
C38 -2.3359 2.9545 2.3633
C39 -1.3654 2.1549 1.8727
N11 -1.3712 1.7067 0.6307
H39 -0.1301 0.7076 -5.0688
H40 0.5726 0.3781 -3.5618
H41 -4.5261 1.4641 -5.3724
H42 -5.5258 1.7556 -4.0422
H43 -4.1778 3.1508 -0.5384
H44 -4.2075 3.9391 1.9479
H45 -2.2795 3.1818 3.3982
H46 -0.5746 1.7082 2.5625

Atoms 1-6, force components in eV/Å:
Sm -0.2320 0.2750 0.2160
C -2.6444 -1.6095 -0.7724
C 1.3363 2.1593 -0.1280
C 0.0116 1.0114 0.7236
N 1.0407 -1.8779 -0.8225
C -0.1369 -0.5535 1.0429